[1]
ORCA calculation (ωB97M-V/def2-TZVPD) on C17H49N6O10V as an isolated structure in a non-equilibrium geometry.

Structure (XYZ):
```
83
Properties=species:S:1:pos:R:3:lowdin_charge:R:1
O 2.01783 -2.77009 -0.63247 -0.332
V 1.62304 -2.18638 0.79176 1.126
O 0.44288 -1.15948 0.59708 -0.331
C 7.24197 0.28126 -0.46087 -0.095
C 6.07992 1.13866 0.02921 -0.632
C 5.36970 1.76621 -1.12876 -0.094
O 5.25242 0.40607 0.89049 -0.200
H 7.78128 0.85605 -1.21377 0.063
H 6.90317 -0.66490 -0.88290 0.070
H 7.91995 -0.00574 0.34293 0.066
H 6.58645 1.91737 0.59940 0.126
H 6.07789 2.27784 -1.78052 0.066
H 4.63029 2.51288 -0.83916 0.072
H 4.91004 1.01445 -1.77037 0.075
C 1.45797 -2.76942 -7.37074 -0.821
O 1.54136 -3.96972 -7.63274 0.019
N 1.87640 -2.14447 -6.38218 0.182
N 0.64312 -1.99615 -8.05911 0.144
H 2.30773 -2.61293 -5.59822 0.138
H 1.75572 -1.14214 -6.35284 0.123
H 0.83247 -1.00781 -7.97299 0.100
H 0.55904 -2.41645 -8.97364 0.115
C 0.82568 -2.34008 7.18925 -0.879
O 0.87182 -2.08679 6.06035 0.094
N 0.02684 -3.16427 7.77593 0.165
N 1.54354 -1.75932 8.09054 0.156
H 0.21855 -3.23187 8.76527 0.102
H -0.64389 -3.78195 7.34155 0.126
H 1.38604 -1.95428 9.06896 0.110
H 2.16296 -1.05639 7.71332 0.128
C 5.47040 -5.20653 4.26483 -0.821
O 4.46785 -5.06403 3.54007 -0.017
N 5.73261 -6.24740 4.93517 0.175
N 6.33247 -4.26656 4.35798 0.172
H 6.53942 -6.39346 5.52493 0.121
H 4.97030 -6.90426 5.02180 0.128
H 7.11656 -4.28016 4.99447 0.118
H 6.06148 -3.44470 3.83720 0.130
C -2.09827 -5.25766 -1.64594 -0.071
C -2.13998 -5.94646 -0.24204 -0.348
O -1.09801 -5.46068 0.51398 -0.086
H -2.38697 -4.22244 -1.46412 0.068
H -2.87794 -5.78869 -2.19205 0.070
H -1.12164 -5.31530 -2.12654 0.075
H -1.87569 -6.98736 -0.42854 0.109
H -3.11506 -5.71192 0.18491 0.111
H -1.11220 -5.94770 1.34115 0.085
C -0.73558 3.69971 -4.25336 -0.043
C -0.21961 4.29414 -5.58685 -0.507
C 0.80906 5.34983 -5.32130 -0.080
O 0.49730 3.30484 -6.26928 -0.065
H -1.64150 3.11509 -4.41345 0.070
H -1.05351 4.51677 -3.60571 0.075
H -0.01106 3.05490 -3.75599 0.084
H -1.00873 4.64632 -6.25120 0.133
H 0.46334 6.24923 -4.81175 0.079
H 1.17680 5.76017 -6.26178 0.078
H 1.59577 4.90613 -4.71112 0.093
H 1.00846 3.67823 -6.99102 0.084
C -6.40520 -0.82268 0.33047 -0.050
C -7.68502 -0.06993 0.67579 -0.520
C -8.68044 -0.09832 -0.48266 -0.069
O -8.32613 -0.65807 1.78913 -0.053
H -5.92417 -0.96918 1.29755 0.083
H -5.85548 -0.24474 -0.41241 0.083
H -6.79394 -1.72809 -0.13559 0.078
H -7.39274 0.93944 0.96533 0.128
H -8.28809 0.38341 -1.37825 0.079
H -9.51991 0.55908 -0.25632 0.075
H -9.01271 -1.10786 -0.72461 0.087
H -9.27722 -0.56763 1.69503 0.079
C -2.47750 5.06164 2.69039 -0.074
C -1.68843 6.35418 2.53961 -0.453
C -2.40822 7.50587 1.80283 -0.055
O -1.39192 6.94627 3.82058 -0.080
H -3.48068 5.13693 3.10996 0.075
H -2.02537 4.36881 3.40008 0.077
H -2.61140 4.51191 1.75873 0.076
H -0.71379 6.05851 2.15135 0.137
H -3.00064 7.01020 1.03378 0.066
H -1.64273 8.11529 1.32247 0.075
H -3.13087 8.12812 2.33075 0.078
H -2.21564 7.10664 4.28682 0.078
```

Computed properties:
- Kohn-Sham gap: 3.49 eV
- LUMO level: -3.11 eV
- Highest occupied orbital energy: -6.603 eV
- Energy above the lowest of the compared OMol25 structures with the same formula, charge and spin: 213.0 kcal per mole

[2]
ORCA calculation (ωB97M-V/def2-TZVPD) on a 8-piece molecular cluster, C17H49NO8S7 overall in a non-equilibrium geometry.

Structure (XYZ):
```
82
Properties=species:S:1:pos:R:3:lowdin_charge:R:1
C -17.71669 -11.70836 5.45037 -0.251
S -17.22392 -12.69441 3.98894 0.874
O -16.63143 -13.97006 4.58105 -0.594
C -18.91164 -13.03158 3.58271 -0.277
H -18.37805 -12.29118 6.08902 0.059
H -18.12715 -10.78382 5.13021 0.038
H -16.83878 -11.56176 6.05073 0.041
H -19.39490 -12.07013 3.53434 0.055
H -19.37160 -13.68862 4.27137 0.043
H -18.97780 -13.52654 2.60721 0.056
C -9.52701 -18.82361 5.64986 -0.254
S -8.95904 -18.17121 4.07530 0.833
O -8.37821 -16.80897 4.30509 -0.572
C -7.43294 -19.16512 3.91098 -0.250
H -10.44759 -18.39000 5.97302 0.022
H -8.73535 -18.67863 6.37939 0.059
H -9.60946 -19.86887 5.46078 0.037
H -7.57691 -20.22389 3.98217 0.038
H -6.74721 -18.74183 4.66223 0.059
H -7.06517 -18.84107 2.92186 0.051
C -18.11764 -15.89316 -0.81907 -0.263
S -17.16395 -14.37215 -1.15362 0.812
O -17.64916 -13.29044 -0.25781 -0.565
C -15.66274 -14.94710 -0.28677 -0.256
H -19.12597 -15.69424 -1.19967 0.052
H -18.16004 -16.08078 0.23848 0.017
H -17.71136 -16.77536 -1.33107 0.064
H -15.15589 -13.99574 -0.17913 0.035
H -15.05848 -15.66765 -0.82735 0.050
H -15.99257 -15.25854 0.72222 0.054
C -20.38566 -17.15093 8.48693 -0.253
S -19.09606 -18.16415 7.70582 0.831
O -19.45450 -18.34063 6.28899 -0.557
C -17.87237 -16.85821 7.70568 -0.254
H -20.69084 -16.39008 7.77686 0.061
H -20.02828 -16.76086 9.45448 0.062
H -21.20079 -17.77485 8.71075 0.022
H -16.89998 -17.28609 7.64300 0.031
H -17.91644 -16.24981 8.59870 0.050
H -18.00944 -16.29840 6.78641 0.052
C -12.63301 -19.73663 1.64483 -0.299
S -14.16184 -20.26244 0.93856 0.810
O -15.08935 -19.14735 0.87491 -0.568
C -13.33601 -20.40797 -0.84482 -0.183
H -12.31872 -18.78128 1.17936 0.076
H -11.91370 -20.51580 1.39299 0.055
H -12.86871 -19.55952 2.66937 0.025
H -12.57521 -21.13403 -0.82475 0.017
H -12.87246 -19.48371 -1.04262 0.024
H -14.14495 -20.67602 -1.51509 0.039
C -14.86661 -16.89849 4.46935 -0.309
S -13.31891 -16.30153 4.95259 0.829
O -12.28292 -17.34780 4.59365 -0.587
C -13.11926 -14.94651 3.72544 -0.197
H -15.16466 -17.77460 5.09973 0.074
H -14.99979 -17.24030 3.44668 0.054
H -15.51699 -16.04985 4.66492 0.015
H -13.30494 -15.35192 2.76156 0.042
H -12.09826 -14.62863 3.78095 0.018
H -13.85506 -14.20189 4.05339 0.049
C -7.37984 -14.01479 4.90189 -0.273
S -8.78742 -12.90460 4.71823 0.809
O -9.23887 -12.93687 3.30060 -0.565
C -10.02339 -13.98093 5.52728 -0.271
H -7.56635 -14.83664 4.21244 0.020
H -7.45032 -14.33005 5.95527 0.053
H -6.43649 -13.48593 4.74560 0.047
H -10.14916 -14.93357 5.00059 0.035
H -10.95334 -13.41317 5.44494 0.036
H -9.86921 -14.19114 6.58950 0.055
C -19.81076 -17.48323 1.52961 -0.403
O -20.29950 -16.42961 1.14873 -0.024
N -19.07129 -17.62783 2.58017 -0.164
C -18.40118 -18.91517 2.90716 0.009
C -18.99746 -16.54798 3.52935 -0.028
H -19.89138 -18.42139 0.90078 0.150
H -18.67638 -19.11588 3.94196 0.069
H -17.32981 -18.75075 2.94345 0.074
H -18.80490 -19.60608 2.18588 0.080
H -19.28216 -16.89381 4.50329 0.063
H -18.02132 -16.06787 3.53330 0.083
H -19.60343 -15.81255 3.10777 0.047
```

Computed properties:
- Kohn-Sham gap: 8.72 eV
- LUMO level: 0.35 eV
- Highest occupied orbital energy: -8.362 eV
- Energy above the lowest of the compared OMol25 structures with the same formula, charge and spin: 17.8 kcal per mole

[3]
ORCA calculation (ωB97M-V/def2-TZVPD) on a 6-piece molecular cluster, C17H50BrClNO11P4 overall in a non-equilibrium geometry.

Structure (XYZ):
```
85
Properties=species:S:1:pos:R:3:lowdin_charge:R:1
C 4.22661 -4.24092 -0.21261 -0.103
C 3.16060 -3.32517 -0.83779 -0.234
C 1.72740 -3.58039 -0.33245 -0.164
C 1.18061 -2.55426 0.67430 -0.302
C 2.06325 -2.52836 1.91650 -0.060
C 0.97937 -1.18767 -0.01143 -0.302
O -0.29564 -1.08376 -0.61135 -0.365
P -1.34145 0.15599 -0.00354 0.377
C -1.86979 -0.97425 1.45395 -0.284
C -2.35197 -2.37595 1.10424 -0.364
C -2.71997 -3.11600 2.39012 -0.620
Br -2.51854 -5.03879 2.23716 0.583
P -3.11370 -0.34732 -1.38654 0.800
C -4.61214 -0.61214 -0.33597 -0.350
C -2.74512 -1.97902 -2.16568 -0.348
P -0.37450 1.43761 -1.78992 0.528
O -1.50905 1.85931 -2.89847 -0.479
Cl 0.06714 3.35229 -1.02782 0.179
P -2.52385 2.01824 0.71047 0.376
O -3.15812 2.75568 -0.38872 -0.360
O -3.67961 1.65417 1.81604 -0.195
O -1.56709 3.00264 1.54548 -0.228
O -0.01063 0.74478 0.97367 -0.357
C 1.20274 0.08272 0.82703 -0.451
N 2.15296 0.94702 0.12800 0.063
H 4.77830 -4.78574 -0.97588 0.060
H 3.78743 -4.97307 0.46333 0.060
H 4.95044 -3.67085 0.36807 0.060
H 3.17364 -3.46427 -1.91443 0.072
H 3.44309 -2.29536 -0.62802 0.090
H 1.73878 -4.54312 0.18368 0.102
H 1.02867 -3.66675 -1.16373 0.114
H 0.20777 -2.92800 0.98681 0.108
H 3.06078 -2.13380 1.71348 0.082
H 2.19346 -3.54742 2.28298 0.080
H 1.62494 -1.94442 2.72147 0.068
H 1.69191 -1.12468 -0.83807 0.131
H -2.62753 -0.51212 2.09105 0.060
H -0.98597 -1.08814 2.08541 0.080
H -1.58878 -2.94551 0.58734 0.065
H -3.24166 -2.35349 0.48884 0.050
H -3.75243 -2.92534 2.66680 0.055
H -2.09713 -2.80249 3.22135 0.051
H -5.13678 -1.51690 -0.64773 0.030
H -4.40028 -0.71059 0.72618 0.004
H -5.27331 0.23597 -0.48093 0.020
H -3.17644 -2.84124 -1.65502 0.019
H -1.67020 -2.12464 -2.23176 0.011
H -3.14736 -1.95797 -3.17637 0.009
H -1.88313 2.72656 -2.68342 0.009
H -3.31677 1.51893 2.69867 0.054
H -1.39643 2.64653 2.43201 0.027
H 1.55222 -0.12240 1.84357 0.122
H 3.04471 0.46918 0.04523 0.072
H 2.29858 1.80172 0.65554 0.064
C -2.57484 6.24667 -0.51715 -0.197
O -3.77689 5.58900 -0.84845 -0.146
H -2.76232 7.32038 -0.56672 0.066
H -2.26032 5.99239 0.50191 0.069
H -1.76302 5.99292 -1.20663 0.055
H -3.62507 4.62574 -0.75156 0.031
C 1.47159 -0.10820 -4.64930 -0.157
O 2.83628 -0.05122 -5.08817 -0.146
H 1.32852 -1.06870 -4.15983 0.068
H 1.24096 0.68308 -3.93692 0.015
H 0.78991 -0.03762 -5.50188 0.076
H 2.96920 0.80484 -5.50321 0.063
C -0.43759 3.85556 5.22597 -0.152
O -0.27100 2.95034 4.14562 -0.128
H -1.34541 3.56430 5.74862 0.079
H 0.40074 3.80594 5.92644 0.078
H -0.55233 4.88537 4.87689 0.076
H 0.52190 3.18774 3.65301 0.071
C 2.95989 -3.92397 -4.95643 -0.146
O 2.98456 -4.78244 -3.81712 -0.135
H 3.37188 -2.96654 -4.65251 0.071
H 3.56686 -4.32464 -5.77337 0.073
H 1.94008 -3.76157 -5.31477 0.078
H 2.61239 -5.63198 -4.06818 0.074
C 2.23894 5.70797 2.94239 -0.159
O 2.58614 5.17537 1.67837 -0.118
H 3.11356 5.61386 3.58313 0.080
H 1.96317 6.76502 2.88114 0.080
H 1.40716 5.16539 3.40330 0.050
H 1.81504 5.23795 1.10429 0.066
```

Computed properties:
- Kohn-Sham gap: 5.94 eV
- LUMO level: 2.28 eV
- Highest occupied orbital energy: -3.664 eV
- Charge: -1

- Which of these has the lowest highest occupied orbital energy?
  C17H49NO8S7